A 3-piece molecular cluster, C13H22Br6O4S overall. Source: OMol25; level of theory: the ωB97M-V functional and the def2-TZVPD basis.

Atoms and positions in Å:
Br  -0.185  3.208  0.011
C  0.115  -0.018  -1.610
S  2.011  -0.070  0.075
H  -1.319  0.705  1.432
H  4.671  -2.600  -0.226
H  -0.390  3.914  -2.973
C  -0.666  0.100  0.797
H  -2.773  -0.081  5.798
H  5.164  -5.151  -1.850
Br  -3.406  -0.300  3.411
C  0.778  0.316  1.273
C  -1.729  2.380  -2.237
H  -2.107  2.407  5.798
C  -2.274  -1.116  -2.380
Br  -3.082  3.809  -2.154
C  -3.110  0.657  5.078
C  -1.414  1.932  -0.813
H  4.812  -3.579  -2.603
C  -0.553  2.845  -3.088
H  -0.052  0.284  -2.640
C  4.445  -3.626  -0.498
O  3.197  0.667  0.329
H  0.965  1.336  1.595
O  1.381  0.553  -1.242
H  -2.308  2.032  -0.203
O  -2.332  -0.564  -3.448
H  0.995  -0.347  2.111
H  3.375  -3.721  -0.658
H  0.215  -1.107  -1.585
H  -0.755  2.639  -4.138
H  -4.079  1.048  5.377
Br  7.088  -3.603  -1.633
C  -2.305  -0.380  -1.053
Br  4.855  -4.718  1.058
C  5.205  -4.074  -1.718
H  -2.354  2.396  4.040
H  -0.931  -0.938  0.993
H  0.373  2.352  -2.790
H  -2.186  -2.219  -2.333
Br  -0.308  1.142  4.660
C  -2.125  1.784  4.907
O  2.048  -1.496  -0.088
H  -3.166  0.292  -1.093
H  -2.509  -1.106  -0.266
C  -1.010  0.435  -0.681
H  -2.265  1.582  -2.745

Output
HOMO level ... -0.36013 hartree
SMILES ... C[C@H](Br)[C@H](Br)[C@]1(CC=O)CCS(=O)(=O)OC1.BrCCBr.BrCCBr
Calculated total energy ... -16651.773740 a.u.
Orbital gap ... 9.926 eV

***

A 9-piece molecular cluster, H18O9 overall. Source: OMol25; level of theory: the ωB97M-V functional and the def2-TZVPD basis.

Atoms and positions in Å:
H  0.360  -3.076  -0.492
H  -3.475  0.375  -2.553
O  1.490  1.926  0.813
O  0.847  -0.158  -3.502
H  1.991  1.453  0.131
O  -3.090  -0.546  2.010
H  -0.898  1.117  -0.791
H  -2.257  -0.679  2.491
H  -3.291  -1.050  -1.964
H  -3.132  0.359  2.356
H  0.753  0.486  -2.755
O  0.101  -2.772  0.378
O  1.822  -1.118  1.690
H  1.218  -1.761  1.267
H  -0.180  1.609  0.375
H  1.671  1.350  1.605
O  2.337  1.257  -2.052
H  2.092  2.183  -1.891
H  0.049  -0.109  3.101
O  -1.089  1.640  -0.003
H  0.276  1.137  2.074
H  2.648  -1.430  2.084
H  2.845  1.105  -2.853
H  -0.795  -3.044  0.580
O  -2.933  -0.161  -1.977
H  0.392  -0.916  -3.093
O  0.246  0.821  2.970

Output
Relative energy (zero: lowest compared OMol25 entry of this formula, charge and spin) ... 319.6 kJ/mol
HOMO level ... -0.38450 hartree
SMILES ... O.O.O.O.O.O.O.O.O
Calculated total energy ... -687.904064 a.u.
Orbital gap ... 10.464 eV

***

C6H12N4O in the gas phase. Source: OMol25; level of theory: the ωB97M-V functional and the def2-TZVPD basis.

Atoms and positions in Å:
H  -2.955  -2.859  1.107
O  -3.999  1.067  -0.873
H  2.595  -0.324  -1.558
C  -2.061  -2.859  0.387
H  0.629  0.046  1.407
C  -2.985  0.560  -0.431
N  -2.952  -0.865  -0.293
C  0.879  1.444  -0.368
H  2.367  -0.613  0.189
H  2.770  1.849  -1.301
H  2.811  1.844  0.469
N  -1.111  0.799  0.946
H  0.680  0.767  -1.157
N  -1.916  -1.545  -0.127
C  2.799  -0.025  -0.536
C  0.280  0.979  1.044
H  0.555  2.372  -0.661
H  0.639  1.711  1.819
H  3.855  -0.137  -0.339
H  -2.180  -3.652  -0.309
H  -1.223  -3.060  0.975
C  2.334  1.348  -0.398
N  -1.812  1.153  0.007

Output
Relative energy (zero: lowest compared OMol25 entry of this formula, charge and spin) ... 409.3 kJ/mol
HOMO level (alpha / beta) ... -0.31362 / -0.31363 hartree
SMILES ... CCCC/N=N/C(=O)/N=N/C
Calculated total energy ... -529.914499 a.u.
Orbital gap (alpha / beta) ... 8.104 / 8.104 eV

***

C10H8O in the gas phase. Source: OMol25; level of theory: the ωB97M-V functional and the def2-TZVPD basis.

Atoms and positions in Å:
H  2.938  2.171  -0.149
H  -4.348  -0.119  1.179
C  -2.041  -0.060  1.041
H  4.183  -0.008  -0.138
C  2.451  -1.242  -0.157
H  2.917  -2.183  -0.124
H  0.555  -2.029  0.058
H  -3.894  0.177  -1.678
C  1.040  -1.238  -0.086
C  -3.341  -0.024  0.428
C  2.389  1.134  -0.118
O  -1.818  -0.032  -1.204
H  0.613  2.265  0.048
C  0.324  -0.009  -0.024
H  -1.869  0.069  2.073
C  -3.154  -0.019  -0.900
C  -1.069  -0.069  -0.003
C  1.051  1.224  -0.060
C  3.072  -0.009  -0.186

Output
Relative energy (zero: lowest compared OMol25 entry of this formula, charge and spin) ... 269.8 kJ/mol
HOMO level ... -0.31261 hartree
SMILES ... c1ccc(-c2ccco2)cc1
Calculated total energy ... -461.005275 a.u.
Orbital gap ... 9.492 eV

***

C7H9N3 in the gas phase. Source: OMol25; level of theory: the ωB97M-V functional and the def2-TZVPD basis.

Atoms and positions in Å:
C  2.566  -2.159  0.031
H  0.576  -2.275  -0.039
H  -0.351  -0.072  2.071
N  1.297  -1.686  -0.144
H  -1.074  -0.735  -0.178
H  0.330  1.671  -1.339
C  3.610  -0.096  -0.160
H  2.944  -3.215  -0.075
C  -0.283  0.104  -0.092
C  3.884  1.202  0.117
N  4.071  2.346  0.244
H  0.512  1.344  1.383
C  -0.453  0.996  -1.257
H  -1.182  1.291  1.586
C  -0.369  0.686  1.333
N  3.577  -1.315  0.022
C  1.118  -0.414  -0.240
H  -1.393  1.575  -1.029
H  -0.669  0.412  -2.154

Output
Relative energy (zero: lowest compared OMol25 entry of this formula, charge and spin) ... 597.1 kJ/mol
HOMO level ... -0.28213 hartree
Calculated total energy ... -436.188807 a.u.
Orbital gap ... 7.222 eV

***

A 2-piece molecular cluster, C12H20FN2S overall. Source: OMol25; level of theory: the ωB97M-V functional and the def2-TZVPD basis.

Atoms and positions in Å:
H  0.395  2.107  3.751
C  0.461  -0.655  -3.193
H  0.487  -0.204  4.823
H  2.877  2.829  3.589
C  -0.685  -1.411  1.098
C  0.640  -0.250  3.640
C  -2.659  -1.004  -1.031
C  0.806  1.480  -4.955
H  -3.761  -0.981  -0.590
C  2.631  1.665  3.646
H  0.939  2.312  -5.642
N  -1.694  -2.164  3.687
C  0.905  -0.890  -4.494
F  1.031  1.424  1.714
H  0.433  -1.275  0.758
H  -2.312  1.405  -0.269
S  -0.989  -0.778  2.875
H  -2.615  -0.295  -1.972
H  -2.367  -1.844  4.442
H  1.413  -0.006  -6.392
C  0.367  1.715  -3.652
H  -1.063  -2.531  1.012
H  2.738  1.371  4.775
N  -1.647  0.927  0.412
C  1.080  1.305  3.213
H  0.162  2.730  -3.322
H  1.118  -1.903  -4.821
H  -0.972  -2.814  4.067
H  -0.159  0.829  -1.759
H  1.522  -1.011  3.470
C  -1.663  -0.445  0.145
H  3.450  1.137  2.988
H  -2.456  -2.113  -1.358
C  0.190  0.647  -2.773
C  1.073  0.178  -5.376
H  0.326  -1.487  -2.506

Output
Relative energy (zero: lowest compared OMol25 entry of this formula, charge and spin) ... 363.5 kJ/mol
HOMO level ... -0.41742 hartree
Charge ... +1
Calculated total energy ... -1076.390718 a.u.
Orbital gap ... 7.940 eV